No. 1
{"formula": "C14H21DyI2NO3RuS3", "method": "ωB97M-V with the def2-TZVPD basis set", "homo_lumo_gap_ev": [4.7, 4.7], "multiplicity": 11, "s_squared": 30.33, "total_charge": 4, "homo_ev": [-21.05, -21.05], "energy_ev": -97815.5927, "elements": ["I", "I", "Dy", "Ru", "S", "S", "C", "C", "C", "C", "C", "C", "C", "C", "C", "C", "C", "O", "O", "O", "H", "H", "H", "H", "H", "H", "H", "H", "H", "H", "H", "H", "H", "H", "H", "H", "H", "H", "S", "C", "C", "N", "C", "H", "H", "H"], "coordinates": [[1.60, -2.88, 1.43], [0.88, -3.30, -1.95], [-0.15, 0.77, -2.16], [0.11, 0.00, 0.71], [1.49, -0.87, -0.88], [-1.66, -0.77, -0.53], [0.79, 1.62, 1.07], [3.49, -0.91, -1.14], [-3.39, 0.00, -0.67], [3.65, -0.37, -2.54], [4.06, -0.06, -0.04], [3.93, -2.35, -1.06], [-3.92, -0.47, -2.02], [-3.33, 1.52, -0.59], [-4.23, -0.57, 0.48], [1.80, 2.06, -1.73], [-0.46, 2.84, -1.12], [1.22, 2.66, 1.43], [2.67, 2.79, -1.48], [-0.46, 3.89, -0.66], [3.33, 0.66, -2.62], [3.09, -0.97, -3.26], [4.72, -0.43, -2.80], [3.67, 0.96, -0.08], [5.15, -0.02, -0.18], [3.83, -0.49, 0.95], [3.81, -2.78, -0.06], [5.01, -2.38, -1.34], [3.40, -2.99, -1.77], [-4.92, -0.06, -2.19], [-3.97, -1.55, -2.05], [-3.27, -0.14, -2.84], [-4.37, 1.91, -0.63], [-2.77, 1.96, -1.44], [-2.87, 1.86, 0.36], [-5.26, -0.15, 0.43], [-3.80, -0.33, 1.47], [-4.29, -1.67, 0.39], [-2.49, 0.54, 4.55], [-0.95, -0.13, 4.99], [-0.14, -0.26, 3.91], [-0.73, 0.17, 2.71], [-1.95, 0.66, 2.92], [-0.68, -0.42, 6.03], [0.86, -0.66, 3.85], [-2.55, 1.15, 2.16]], "lowdin_spin": [1.035, 1.314, 5.643, 1.448, 0.420, -0.161, 0.041, 0.012, 0.006, 0.004, 0.011, 0.017, 0.008, -0.001, -0.013, 0.034, 0.017, 0.029, 0.016, 0.009, 0.001, 0.003, 0.000, 0.002, 0.002, 0.003, 0.006, 0.001, 0.003, 0.002, 0.001, 0.002, 0.000, 0.003, 0.000, -0.002, 0.000, -0.001, 0.012, 0.002, 0.008, 0.044, 0.015, 0.000, 0.004, 0.002]}

***

No. 2
{"formula": "C14H21F5IO2P2Rh", "method": "ωB97M-V with the def2-TZVPD basis set", "homo_lumo_gap_ev": [7.6, 6.0], "multiplicity": 5, "s_squared": 6.04, "total_charge": 2, "homo_ev": [-14.42, -15.35], "energy_ev": -62208.8353, "elements": ["C", "I", "H", "H", "H", "Rh", "P", "C", "C", "H", "H", "H", "H", "H", "H", "C", "H", "H", "H", "P", "C", "C", "H", "H", "H", "C", "H", "H", "H", "H", "H", "H", "C", "O", "F", "C", "C", "F", "C", "F", "C", "O", "C", "F", "C", "F"], "coordinates": [[-2.04, 3.89, -0.09], [-1.13, 3.59, -2.12], [-1.68, 3.18, 0.67], [-3.12, 3.82, -0.25], [-1.75, 4.91, 0.15], [-0.62, 1.47, -0.76], [-2.44, 0.18, -0.34], [-3.23, -0.25, -1.92], [-1.98, -1.40, 0.45], [-2.86, -2.02, 0.70], [-4.62, 0.33, 0.76], [-1.41, -1.18, 1.36], [-3.30, 0.96, 1.78], [-2.54, -0.88, -2.50], [-1.33, -1.95, -0.24], [-3.69, 0.93, 0.75], [-4.17, -0.79, -1.76], [-3.92, 1.95, 0.42], [-3.41, 0.68, -2.48], [1.43, 2.10, -0.04], [2.47, 2.52, -1.47], [1.42, 3.49, 1.13], [1.70, 0.43, 1.67], [3.31, 1.00, 1.16], [2.36, -0.11, 0.13], [2.30, 0.75, 0.81], [1.04, 3.15, 2.09], [2.43, 3.90, 1.29], [3.45, 2.90, -1.16], [1.95, 3.27, -2.07], [0.77, 4.29, 0.75], [2.61, 1.62, -2.08], [0.08, 0.17, -1.97], [0.45, -0.49, -2.85], [2.68, -6.19, 1.79], [2.23, -5.04, 1.25], [2.29, -4.89, -0.14], [2.78, -5.87, -0.93], [1.85, -3.73, -0.73], [1.87, -3.55, -2.07], [1.33, -2.66, 0.07], [0.91, -1.59, -0.47], [1.29, -2.86, 1.49], [0.81, -1.88, 2.29], [1.74, -4.02, 2.07], [1.68, -4.16, 3.41]], "lowdin_spin": [0.064, 0.276, 0.030, 0.001, 0.005, 1.670, 0.229, 0.045, 0.039, 0.008, 0.011, 0.003, 0.000, 0.001, 0.001, 0.050, 0.009, 0.001, 0.001, 0.226, 0.038, 0.047, 0.002, 0.009, 0.001, 0.042, 0.001, 0.011, 0.007, 0.002, 0.001, 0.001, 0.130, 0.026, 0.072, 0.210, -0.008, -0.014, 0.126, 0.036, 0.104, 0.332, 0.129, 0.034, 0.003, -0.012]}

***

No. 3
{"formula": "C14H21F8N2O5", "method": "ωB97M-V with the def2-TZVPD basis set", "homo_lumo_gap_ev": 6.8, "total_charge": -1, "homo_ev": -4.29, "energy_ev": -49817.9107, "elements": ["O", "C", "O", "C", "C", "O", "C", "C", "F", "F", "C", "F", "F", "C", "F", "F", "C", "F", "F", "H", "H", "H", "H", "H", "H", "H", "C", "O", "N", "C", "C", "H", "H", "H", "H", "H", "H", "H", "C", "O", "N", "C", "C", "H", "H", "H", "H", "H", "H", "H"], "coordinates": [[-2.64, -0.81, -2.13], [-2.83, -1.93, -1.61], [-3.89, -2.45, -1.23], [-1.58, -2.81, -1.43], [-1.44, -3.44, -0.07], [-1.18, -2.52, 0.99], [-2.32, -2.09, 1.68], [-1.92, -1.11, 2.76], [-3.06, -0.69, 3.38], [-1.16, -1.71, 3.70], [-1.18, 0.18, 2.35], [-0.20, -0.06, 1.48], [-0.59, 0.69, 3.46], [-2.10, 1.30, 1.79], [-3.08, 0.80, 1.06], [-2.65, 1.97, 2.82], [-1.36, 2.35, 0.95], [-1.07, 1.85, -0.25], [-0.21, 2.72, 1.55], [-0.70, -2.23, -1.66], [-1.64, -3.61, -2.17], [-0.59, -4.11, -0.08], [-2.32, -4.03, 0.16], [-3.09, -1.65, 1.05], [-2.78, -2.92, 2.22], [-2.01, 3.21, 0.85], [2.23, -1.80, 0.25], [1.65, -2.53, -0.52], [3.25, -2.19, 1.04], [3.92, -1.28, 1.94], [3.67, -3.58, 0.98], [1.98, -0.73, 0.35], [4.99, -1.20, 1.69], [3.83, -1.61, 2.97], [3.47, -0.29, 1.85], [3.99, -3.84, -0.03], [2.84, -4.24, 1.25], [4.49, -3.73, 1.67], [1.52, 5.36, -3.02], [2.63, 5.42, -2.52], [0.70, 4.31, -2.94], [-0.61, 4.31, -3.56], [1.12, 3.12, -2.21], [1.09, 6.20, -3.59], [-1.39, 4.16, -2.81], [-0.69, 3.50, -4.29], [-0.78, 5.26, -4.06], [1.33, 3.37, -1.17], [2.03, 2.71, -2.65], [0.33, 2.38, -2.25]], "mulliken_charge": [-0.743, 0.372, -0.747, -0.314, -0.758, -0.235, -0.933, 0.991, -0.347, -0.332, 0.581, -0.180, -0.351, 0.591, -0.240, -0.317, 0.036, -0.176, -0.310, 0.131, 0.433, 0.356, 0.438, 0.401, 0.370, 0.289, 0.340, -0.623, 0.105, -0.991, -0.961, 0.155, 0.377, 0.347, 0.300, 0.275, 0.271, 0.405, 0.125, -0.601, 0.148, -0.829, -1.044, 0.248, 0.287, 0.328, 0.296, 0.252, 0.319, 0.467]}

***

No. 4
{"formula": "C14H21N3O6S", "method": "ωB97M-V with the def2-TZVPD basis set", "homo_lumo_gap_ev": 9.7, "relative_energy_kcal_mol": 0.0, "smiles": "CCOC(=O)[C@@H]1CCCN(S(=O)(=O)c2cn(C)c(=O)n(C)c2=O)C1", "total_charge": 0, "homo_ev": -9.44, "energy_ev": -42450.5549, "elements": ["C", "C", "H", "H", "O", "C", "O", "C", "C", "N", "S", "O", "O", "C", "C", "N", "C", "O", "N", "C", "O", "C", "H", "H", "H", "C", "H", "H", "H", "H", "C", "C", "C", "H", "H", "H", "H", "H", "H", "H", "H", "H", "H", "H", "H"], "coordinates": [[-2.08, -0.28, -4.25], [-1.85, 1.22, -4.21], [-0.83, 1.47, -4.51], [-2.55, 1.75, -4.87], [-2.06, 1.67, -2.88], [-1.22, 2.56, -2.37], [-0.37, 3.13, -3.01], [-1.48, 2.75, -0.88], [-1.32, 1.39, -0.18], [0.07, 1.00, -0.27], [0.52, -0.51, -0.65], [-0.55, -1.15, -1.37], [1.82, -0.47, -1.25], [0.77, -1.45, 0.87], [1.76, -2.37, 0.87], [2.00, -3.17, 1.93], [1.22, -3.10, 3.08], [1.41, -3.83, 4.03], [0.22, -2.16, 3.07], [-0.08, -1.28, 2.02], [-0.96, -0.45, 2.13], [-0.60, -2.09, 4.27], [-1.36, -1.34, 4.11], [-1.05, -3.07, 4.46], [0.03, -1.83, 5.12], [3.08, -4.14, 1.89], [3.09, -4.66, 2.84], [2.91, -4.85, 1.08], [4.03, -3.63, 1.73], [2.40, -2.47, 0.01], [1.00, 1.88, 0.38], [0.91, 3.27, -0.26], [-0.54, 3.77, -0.25], [-0.86, 3.96, 0.78], [-0.59, 4.71, -0.80], [1.25, 3.20, -1.29], [1.55, 3.96, 0.28], [0.77, 1.94, 1.46], [1.99, 1.46, 0.25], [-1.62, 1.47, 0.87], [-1.91, 0.62, -0.67], [-2.52, 3.07, -0.77], [-3.12, -0.51, -4.04], [-1.82, -0.67, -5.24], [-1.46, -0.77, -3.50]], "mulliken_charge": [-0.878, -0.338, 0.343, 0.295, -0.269, 0.314, -0.632, 0.468, -1.599, 0.522, 1.568, -0.716, -0.743, -0.452, -0.488, 0.017, 0.671, -0.644, -0.008, 0.804, -0.686, -1.164, 0.350, 0.335, 0.334, -1.128, 0.359, 0.354, 0.352, 0.586, -0.820, -0.771, -1.109, 0.480, 0.354, 0.354, 0.387, 0.305, 0.503, 0.368, 0.723, 0.476, 0.290, 0.387, 0.145]}

***

No. 5
{"formula": "C14H21N5O3", "method": "ωB97M-V with the def2-TZVPD basis set", "homo_lumo_gap_ev": 8.6, "relative_energy_kcal_mol": 3.5, "smiles": "C=CCN1C(=O)NC(=O)/C(=C/NCCN2CCNCC2)C1=O", "total_charge": 0, "homo_ev": -8.34, "energy_ev": -28452.9638, "elements": ["C", "C", "C", "N", "C", "C", "C", "N", "C", "H", "H", "C", "N", "C", "C", "N", "H", "C", "C", "H", "H", "H", "H", "H", "H", "H", "H", "H", "H", "H", "C", "O", "N", "C", "O", "H", "O", "H", "H", "H", "H", "H", "H"], "coordinates": [[4.25, 1.68, -1.98], [3.89, 2.50, -1.01], [3.29, 2.09, 0.30], [3.10, 0.65, 0.43], [1.94, 0.10, -0.07], [1.81, -1.33, 0.01], [0.67, -1.97, -0.45], [-0.33, -1.35, -1.03], [-1.58, -1.96, -1.39], [-2.01, -1.41, -2.23], [-1.40, -3.00, -1.70], [-2.59, -1.99, -0.21], [-3.06, -0.74, 0.30], [-2.14, 0.00, 1.15], [-2.95, 1.06, 1.92], [-3.66, 1.96, 1.03], [-2.98, 2.50, 0.50], [-4.49, 1.21, 0.12], [-3.71, 0.14, -0.66], [-4.39, -0.45, -1.27], [-2.98, 0.64, -1.32], [-4.97, 1.90, -0.58], [-5.27, 0.71, 0.71], [-2.29, 1.64, 2.56], [-3.70, 0.56, 2.54], [-1.67, -0.69, 1.85], [-1.35, 0.52, 0.57], [-3.47, -2.55, -0.57], [-2.14, -2.55, 0.61], [0.62, -3.05, -0.35], [2.86, -2.15, 0.59], [2.84, -3.36, 0.69], [3.95, -1.43, 1.04], [4.14, -0.07, 1.00], [5.14, 0.46, 1.43], [4.71, -1.96, 1.46], [1.06, 0.83, -0.53], [-0.22, -0.34, -1.09], [3.94, 2.41, 1.12], [2.30, 2.56, 0.41], [4.01, 3.56, -1.11], [4.68, 2.05, -2.89], [4.14, 0.61, -1.91]], "mulliken_charge": [-0.812, 0.038, -1.100, -0.002, 1.384, -0.484, -0.302, -0.053, -1.066, 0.442, 0.448, -0.935, 0.098, -0.262, -1.191, -0.339, 0.295, -1.064, -0.399, 0.459, 0.251, 0.405, 0.359, 0.418, 0.387, 0.469, 0.213, 0.426, 0.430, 0.524, 0.301, -0.692, -0.052, 0.565, -0.628, 0.236, -0.821, 0.371, 0.461, 0.409, 0.346, 0.303, 0.164]}

***

No. 6
{"formula": "C14H21NO2S", "method": "ωB97M-V with the def2-TZVPD basis set", "homo_lumo_gap_ev": 9.0, "relative_energy_kcal_mol": 367.8, "total_charge": 0, "homo_ev": -8.31, "energy_ev": -31263.8026, "elements": ["C", "C", "H", "H", "C", "C", "C", "C", "C", "S", "H", "C", "O", "N", "H", "C", "C", "H", "H", "H", "H", "C", "C", "H", "C", "H", "C", "H", "O", "H", "H", "H", "H", "H", "H", "H", "H", "H", "H"], "coordinates": [[-5.43, -0.78, 1.05], [-4.94, 0.67, 1.19], [-4.30, 0.85, 2.05], [-5.94, 1.24, 1.34], [-4.33, 1.10, -0.17], [-3.11, 0.49, -0.21], [-1.99, 0.54, 0.61], [-0.88, -0.14, -0.17], [-1.31, -0.85, -1.24], [-2.84, -0.59, -1.59], [-0.76, -1.37, -1.73], [0.37, -0.07, 0.50], [0.77, 0.42, 1.40], [1.36, -1.03, 0.21], [1.11, -1.65, -0.79], [2.65, -1.13, 0.70], [3.25, -2.68, 0.90], [4.22, -2.56, 1.23], [2.73, -2.86, 1.57], [3.10, -3.08, 0.07], [2.71, -0.50, 1.40], [3.46, -0.31, -0.37], [4.89, 0.26, 0.10], [5.68, -0.10, -0.40], [4.70, 1.84, -0.23], [5.04, 2.17, 0.95], [3.22, 1.64, -0.32], [3.03, 2.87, -0.96], [2.81, 0.65, -0.98], [2.64, 1.82, 0.67], [5.32, 2.23, -0.82], [5.03, -0.24, 0.93], [3.77, -1.08, -1.33], [-1.79, 1.18, 1.28], [-4.19, 2.27, 0.18], [-4.94, 1.39, -0.87], [-6.01, -1.15, 1.64], [-4.59, -1.37, 1.11], [-6.11, -0.83, 0.09]], "mulliken_charge": [-1.455, -0.402, 0.353, 0.322, -1.306, 0.758, -1.304, -0.270, -0.972, -0.251, 1.000, 1.063, -0.515, -0.057, 0.247, -1.448, -2.441, 0.414, 0.833, 0.632, 1.502, 0.408, -1.421, 0.484, -0.687, 0.153, -0.421, 0.202, -0.207, 0.298, 0.577, 0.701, 0.212, 0.726, 0.210, 0.834, 0.663, 0.357, 0.209]}

***

No. 7
{"formula": "C14H22AgClO8", "method": "ωB97M-V with the def2-TZVPD basis set", "homo_lumo_gap_ev": [6.2, 5.8], "relative_energy_kcal_mol": 0.0, "multiplicity": 2, "s_squared": 0.76, "total_charge": -1, "homo_ev": [-3.70, -3.31], "energy_ev": -47775.7591, "elements": ["Ag", "Cl", "O", "C", "C", "O", "H", "H", "H", "H", "O", "C", "O", "C", "C", "C", "H", "H", "H", "H", "H", "H", "O", "C", "O", "C", "C", "C", "H", "H", "H", "H", "H", "H", "O", "C", "O", "C", "C", "C", "H", "H", "H", "H", "H", "H"], "coordinates": [[1.25, -0.63, -0.41], [1.49, 0.24, -2.82], [1.20, -1.35, 1.66], [2.32, -2.10, 1.87], [2.77, -2.89, 0.68], [2.82, -2.19, -0.52], [2.16, -2.83, 2.70], [3.18, -1.49, 2.25], [2.08, -3.76, 0.56], [3.78, -3.31, 0.87], [-0.35, 1.13, 0.01], [-1.43, 1.56, 0.25], [-1.65, 2.53, 1.18], [-3.04, 2.56, 1.54], [-3.81, 1.94, 0.37], [-2.75, 1.04, -0.29], [-3.36, 3.58, 1.75], [-3.16, 2.00, 2.47], [-4.14, 2.71, -0.32], [-4.68, 1.39, 0.72], [-2.77, 1.13, -1.37], [-2.83, 0.00, 0.02], [2.72, 1.21, 0.19], [3.09, 2.33, 0.12], [4.23, 2.79, 0.73], [4.42, 4.19, 0.44], [3.53, 4.50, -0.76], [2.41, 3.46, -0.62], [5.48, 4.34, 0.25], [4.13, 4.74, 1.34], [4.06, 4.39, -1.70], [3.14, 5.52, -0.72], [2.06, 3.07, -1.58], [1.60, 3.85, 0.00], [-0.51, -2.12, -0.84], [-1.47, -2.80, -0.85], [-2.69, -2.35, -1.31], [-3.70, -3.35, -1.08], [-2.94, -4.67, -1.07], [-1.56, -4.28, -0.53], [-4.41, -3.27, -1.90], [-4.20, -3.12, -0.14], [-2.82, -5.02, -2.10], [-3.45, -5.47, -0.53], [-0.75, -4.76, -1.06], [-1.47, -4.44, 0.54]], "lowdin_spin": [0.378, 0.052, 0.160, 0.010, 0.020, 0.361, 0.004, -0.001, -0.002, 0.014, 0.013, 0.002, 0.000, 0.000, 0.000, 0.000, 0.000, 0.000, 0.000, 0.000, 0.000, 0.000, -0.004, 0.000, 0.000, 0.000, 0.000, 0.000, 0.000, 0.000, 0.000, 0.000, 0.000, 0.000, -0.006, -0.001, 0.000, 0.000, 0.000, 0.000, 0.000, 0.000, 0.000, 0.000, 0.000, 0.000]}

***

No. 8
{"formula": "C14H22BN3O2S", "method": "ωB97M-V with the def2-TZVPD basis set", "homo_lumo_gap_ev": 9.9, "smiles": "CCCNBS(C)(=O)=O.c1ccncc1.c1ccncc1", "total_charge": 0, "homo_ev": -9.64, "energy_ev": -34950.6857, "elements": ["C", "C", "C", "N", "B", "S", "C", "O", "O", "H", "H", "H", "H", "H", "H", "H", "H", "H", "H", "H", "H", "N", "C", "C", "C", "C", "C", "H", "H", "H", "H", "H", "N", "C", "C", "C", "C", "C", "H", "H", "H", "H", "H"], "coordinates": [[-2.36, -1.37, 0.89], [-2.50, 0.15, 0.65], [-3.63, 0.52, -0.33], [-4.62, 1.44, 0.25], [-5.70, 1.04, 1.04], [-7.13, 0.01, 0.28], [-6.73, -1.72, 0.45], [-8.28, 0.27, 1.11], [-7.22, 0.30, -1.14], [-3.26, -1.92, 0.61], [-2.20, -1.57, 1.95], [-1.50, -1.79, 0.37], [-2.63, 0.64, 1.61], [-1.55, 0.49, 0.25], [-3.20, 1.00, -1.21], [-4.13, -0.37, -0.71], [-4.13, 2.17, 0.77], [-5.84, 1.34, 2.18], [-7.11, -2.21, -0.44], [-7.23, -2.10, 1.34], [-5.65, -1.85, 0.52], [0.69, 0.52, 1.72], [1.52, 0.34, 0.69], [2.81, 0.84, 0.65], [3.27, 1.58, 1.73], [2.41, 1.78, 2.80], [1.14, 1.23, 2.75], [1.13, -0.25, -0.14], [3.44, 0.66, -0.21], [4.27, 1.99, 1.73], [2.72, 2.35, 3.67], [0.45, 1.37, 3.57], [6.27, -0.36, -1.13], [6.19, 0.61, -2.04], [6.47, 0.43, -3.39], [6.86, -0.83, -3.82], [6.96, -1.84, -2.89], [6.65, -1.56, -1.56], [5.88, 1.58, -1.67], [6.38, 1.26, -4.08], [7.09, -1.01, -4.86], [7.27, -2.84, -3.17], [6.72, -2.34, -0.81]], "mulliken_charge": [-1.201, 0.064, -0.792, -0.205, 0.130, 1.040, -0.550, -0.666, -0.653, 0.362, 0.273, 0.286, 0.302, 0.097, 0.242, 0.458, 0.236, -0.065, 0.344, 0.344, -0.067, -0.253, -0.024, -0.517, -0.100, -0.587, -0.187, 0.331, 0.249, 0.381, 0.360, 0.352, -0.493, -0.042, -0.495, -0.167, -0.403, -0.147, 0.349, 0.347, 0.368, 0.346, 0.352]}